Run w
Below is a 2-piece molecular cluster, C11H15N overall, with properties calculated with wB97M-V/def2-TZVPD.

Spin multiplicity = 2
Total charge = +1
HOMO (spin up / spin down) = -0.4721 / -0.5009 Ha
Kohn-Sham gap (spin up / spin down) = 8.907 / 6.811 eV

CARTESIAN COORDINATES (ANGSTROEM)
C -2.2645 -2.4942 2.9016
C -2.5718 -3.1271 1.5021
H -1.4434 -1.8052 2.7639
H -3.0841 -2.0142 3.4165
H -1.9690 -3.3478 3.5107
H -1.7717 -3.3191 0.7819
H -3.2742 -2.4414 1.0226
H -2.9810 -4.1335 1.6384
C -0.7997 2.3044 0.8251
C 0.7787 1.3467 -1.0750
C 0.2201 1.4520 0.2086
C 1.7111 0.2527 -1.0780
C 0.7985 0.3922 0.9447
C 1.6857 2.0538 -3.1776
C 2.5024 0.9439 -3.1812
C 0.7126 2.1694 -2.1968
C 2.4550 -0.1131 -2.1698
N 1.5980 -0.3751 0.2072
H 1.7605 2.8639 -3.8968
H 3.3527 0.7318 -3.8071
H -0.0091 2.9604 -2.3218
H 3.0100 -1.0246 -2.2856
H -0.4773 2.7743 1.7714
H -1.6819 1.7061 1.0642
H 0.4278 0.0763 1.9053
H 2.2938 -1.0332 0.4961
H -0.9790 3.2005 0.2293



Run x
Below is a 2-piece molecular cluster, C11H15N overall, with properties calculated with wB97M-V/def2-TZVPD.

Spin multiplicity = 2
Total charge = +1
HOMO (spin up / spin down) = -0.4879 / -0.4883 Ha
Kohn-Sham gap (spin up / spin down) = 9.558 / 5.941 eV

CARTESIAN COORDINATES (ANGSTROEM)
C -3.3781 0.7047 -1.3804
C -4.7583 0.9620 -1.9175
H -2.9645 -0.2659 -1.6694
H -2.6526 1.4044 -1.7980
H -3.3111 0.7027 -0.2895
H -5.3380 1.7609 -1.4216
H -5.4058 0.1007 -1.7259
H -4.7637 1.0734 -3.0008
C 3.6766 1.5816 0.7153
C 1.3149 -1.2150 1.3311
C 1.7204 -0.0983 0.5488
C 2.9598 0.4007 1.2232
C 3.2152 -0.4368 2.2564
C -0.4741 -1.7095 -0.2017
C 0.2618 -2.0672 0.9332
C -0.0530 -0.6153 -0.9271
C 1.0032 0.2581 -0.5750
N 2.1469 -1.3961 2.3598
H -1.3503 -2.2331 -0.5694
H -0.1377 -2.8911 1.5090
H -0.5456 -0.3003 -1.8474
H 1.2499 1.1368 -1.1527
H 2.2552 -2.1800 2.9909
H 3.7683 -0.3109 3.1631
H 4.6699 1.8109 1.0702
H 3.0540 2.4929 0.7340
H 3.8367 1.3299 -0.3586



Run y
Below is a 2-piece molecular cluster, C11H15N overall, with properties calculated with wB97M-V/def2-TZVPD.

Spin multiplicity = 2
Total charge = +1
HOMO (spin up / spin down) = -0.4796 / -0.4930 Ha
Kohn-Sham gap (spin up / spin down) = 9.181 / 6.403 eV

CARTESIAN COORDINATES (ANGSTROEM)
C -0.9704 1.7252 -4.2205
C -0.8602 3.1758 -4.7405
H -0.9884 0.9197 -4.9394
H -0.2749 1.5153 -3.4151
H -1.9325 1.6839 -3.7011
H -1.7816 3.6905 -4.9534
H -0.1051 3.2713 -5.5202
H -0.3889 3.7189 -3.8687
C 1.4265 2.0898 1.1045
C 0.7494 0.4415 2.8760
C 0.8965 0.7674 1.5061
C -0.1201 -1.2391 1.7540
C 0.3671 -0.3523 0.7972
C -0.7578 -2.4270 1.4669
C 0.5746 -0.7725 -0.5557
C -0.9111 -2.6844 0.1009
C -0.1247 -1.9845 -0.8052
N 0.0250 -0.6931 3.0327
H 0.9374 1.1891 3.7061
H -0.2178 -1.1443 3.8888
H 2.1217 1.9726 0.2868
H 1.8284 2.7008 1.9290
H -0.9378 -3.1800 2.2285
H 1.2154 -0.0975 -1.0893
H -1.5012 -3.5499 -0.0750
H -0.2150 -2.3352 -1.8333
H 0.6023 2.7760 0.7722



Which structure loses on stability? run y does.



Run w
Below is one molecule with the formula C4H4BrI, with properties calculated with wB97M-V/def2-TZVPD.

HOMO (spin up / spin down) = -0.2924 / -0.2934 Ha
Kohn-Sham gap (spin up / spin down) = 7.166 / 7.249 eV

CARTESIAN COORDINATES (ANGSTROEM)
C 1.0002 0.7705 0.5366
C -1.1384 0.3850 0.7876
C 0.7059 -0.0207 -0.6515
C -0.6604 -0.5784 -0.2800
Br 1.9636 2.2999 0.4692
I -2.3052 -0.3650 2.2758
H 0.9611 0.4064 -1.5476
H 1.4980 -0.7346 -0.5466
H -0.7547 -1.6003 0.0790
H -1.2700 -0.5627 -1.1224



Run x
Below is a 2-piece molecular cluster, C4H4BrI overall, with properties calculated with wB97M-V/def2-TZVPD.

HOMO (spin up / spin down) = -0.2997 / -0.3022 Ha
Kohn-Sham gap (spin up / spin down) = 6.870 / 6.796 eV

CARTESIAN COORDINATES (ANGSTROEM)
C -2.0010 -0.4299 0.3332
C -0.9258 -0.0780 -0.4323
C 2.0217 1.4000 0.4916
C 0.3086 -0.7476 -0.3668
Br 0.7182 -2.4303 0.0182
I 3.9564 0.7850 -0.0207
H -2.7490 0.3359 0.5766
H -2.0320 -1.4585 0.6860
H -0.7598 0.9452 -0.9699
H 1.4626 1.6781 -0.3159



Which structure loses on stability? run x does.



Run w
Below is CH5BrN as an isolated structure, with properties calculated with wB97M-V/def2-TZVPD.

Total charge = +1
HOMO = -0.5607 Ha
Kohn-Sham gap = 10.996 eV

CARTESIAN COORDINATES (ANGSTROEM)
C 0.3621 0.5807 0.1165
N -0.5618 -0.5791 -0.0151
Br 2.2003 0.0094 -0.1469
H 0.0783 1.5395 -0.8897
H 0.2533 1.0870 1.0709
H -1.3098 -0.5567 0.6960
H -1.0042 -0.6273 -0.9445
H -0.0182 -1.4536 0.1127



Run x
Below is a 2-piece molecular cluster, CH5BrN overall, with properties calculated with wB97M-V/def2-TZVPD.

Total charge = +1
HOMO (spin up / spin down) = -0.5408 / -0.5409 Ha
Kohn-Sham gap (spin up / spin down) = 6.675 / 6.678 eV

CARTESIAN COORDINATES (ANGSTROEM)
C -1.1835 0.9472 -0.1015
N 1.2583 -0.5679 0.1289
Br -2.7156 0.0315 0.0813
H -0.6361 0.8933 0.7308
H -0.7336 0.9732 -1.1582
H 0.8524 -1.2997 0.7563
H 0.9630 -0.7797 -0.8228
H 2.1952 -0.1979 0.3853



Which structure loses on stability? run x does.



Run w
Below is one molecule with the formula C7H13N3O3, with properties calculated with wB97M-V/def2-TZVPD.

HOMO = -0.3023 Ha
Kohn-Sham gap = 8.877 eV

CARTESIAN COORDINATES (ANGSTROEM)
C -0.2034 1.0817 2.4902
C 1.8946 -0.7191 -0.3323
C 0.9384 -1.0491 -1.5573
C 1.0978 -0.4776 0.9149
C -0.0196 0.0485 -1.9483
C 0.1252 0.6791 0.9826
C -1.1747 -0.0932 -1.0475
N -1.0121 0.0423 0.2386
N -2.3561 -0.5985 -1.4740
N 0.4880 1.8550 0.3143
O -1.1153 0.4722 3.1817
O 0.5166 1.9030 3.0112
O -2.0792 -0.1536 1.0053
H 2.5146 -1.5319 -0.2624
H 2.5920 0.0986 -0.5047
H 1.6373 -1.3299 -2.3699
H 0.2804 -1.9420 -1.3705
H 0.5804 -1.3931 1.1326
H 1.7690 -0.4610 1.8126
H 0.3617 1.0235 -1.7648
H -0.4578 0.0274 -2.9264
H -2.9016 -0.8709 -0.6865
H -2.5800 -1.0738 -2.3863
H -1.5691 -0.2991 2.6756
H 1.1218 2.3882 0.8868
H -0.4489 2.3734 -0.0155



Run x
Below is one molecule with the formula C7H13N3O3, with properties calculated with wB97M-V/def2-TZVPD.

SMILES string = CCOC(=O)N1CCN(N=O)CC1
HOMO = -0.3422 Ha
Kohn-Sham gap = 9.950 eV

CARTESIAN COORDINATES (ANGSTROEM)
C 4.0413 -1.3000 -0.0441
C 3.2401 -0.0644 -0.3863
O 1.8740 -0.2799 -0.0392
C 1.0536 0.8147 -0.2270
O 1.4355 1.8544 -0.7319
N -0.2408 0.5858 0.1590
C -1.1843 1.6775 -0.0985
C -2.5381 1.3118 0.5541
N -3.0124 0.0182 0.1003
N -4.2198 -0.0989 -0.4305
O -4.4762 -1.2128 -0.8610
C -2.0366 -1.0634 -0.0741
C -0.7309 -0.7006 0.6641
H 5.0839 -1.0801 -0.3606
H 4.0281 -1.4797 1.0613
H 3.6648 -2.2017 -0.5806
H 3.6892 0.7499 0.1947
H 3.2979 0.1698 -1.4621
H -1.3458 1.7428 -1.1887
H -0.7757 2.6213 0.2869
H -3.3184 2.0665 0.3401
H -2.3596 1.1902 1.6400
H -1.8480 -1.2186 -1.1386
H -2.4497 -1.9870 0.3952
H 0.0047 -1.4500 0.4712
H -0.8768 -0.6658 1.7564



Which structure loses on stability? run w does.